# 1
Below is C48H38AsN5O8PbSe as an isolated structure in a non-equilibrium geometry, with properties calculated with ωB97M-V/def2-TZVPD.

Each line ends with the Löwdin charge.
Geometry (Å):
1 Pb 0.1479 -0.7263 0.0474  1.4629
2 C 1.9735 2.1450 -3.1874  -0.0307
3 C 0.9965 2.8950 -3.8147  -0.0660
4 C -0.3285 2.5457 -3.6350  -0.0323
5 C -0.6709 1.4855 -2.7909  -0.2096
6 N 0.2941 0.7894 -2.1548  0.0800
7 C 1.5654 1.0940 -2.3808  -0.1135
8 C -2.1012 1.1684 -2.5509  -0.2284
9 C -3.1251 1.8929 -3.1766  -0.0529
10 C -4.4393 1.6149 -2.8624  -0.0612
11 C -4.7257 0.6615 -1.9012  -0.0156
12 C -3.6555 -0.0014 -1.3003  -0.2026
13 N -2.3971 0.2262 -1.6583  0.1736
14 C -3.8756 -0.9469 -0.1738  -0.2402
15 C -4.8561 -0.6937 0.7824  -0.0408
16 C -4.9495 -1.5337 1.8786  -0.0709
17 C -4.0739 -2.6012 1.9849  -0.0553
18 C -3.1404 -2.7837 0.9746  -0.1259
19 N -3.0534 -1.9883 -0.0823  0.1136
20 H 3.0243 2.3717 -3.2977  0.1084
21 H 1.2563 3.7416 -4.4381  0.1007
22 H -1.0963 3.1141 -4.1414  0.0884
23 H 2.2848 0.4575 -1.8765  0.0996
24 H -2.9017 2.6769 -3.8853  0.0916
25 H -5.2419 2.1551 -3.3498  0.1036
26 H -5.7487 0.4256 -1.6430  0.1052
27 H -5.5022 0.1710 0.7022  0.0996
28 H -5.6801 -1.3331 2.6526  0.1005
29 H -4.0965 -3.2622 2.8404  0.0996
30 H -2.4110 -3.5862 1.0183  0.1155
31 C 0.1273 -4.3042 -2.2082  -0.1024
32 O 1.4530 -4.4430 -2.6945  -0.1172
33 C 2.4619 -3.9344 -1.8858  -0.2244
34 C 3.5626 -4.7457 -1.7133  -0.0537
35 C 4.6199 -4.3294 -0.9135  -0.1274
36 C 4.5114 -3.1159 -0.2560  -0.0707
37 C 3.4148 -2.2729 -0.4167  -0.1135
38 C 3.4638 -1.0096 0.4496  -0.3664
39 N 2.3444 -0.1105 0.3906  -0.2003
40 N 2.7160 1.1700 0.5602  0.0583
41 C 1.7740 2.0739 0.6215  -0.4800
42 O 0.4708 1.8450 0.6362  -0.2998
43 C 2.2639 3.4637 0.5158  -0.1513
44 C 1.4215 4.4906 0.0734  -0.0597
45 C 1.8679 5.8014 -0.0165  -0.1133
46 C 3.1700 6.1298 0.3338  -0.1392
47 C 4.0246 5.1147 0.7632  -0.1167
48 C 3.5842 3.8078 0.8500  -0.0382
49 C 2.3683 -2.6339 -1.3060  -0.3359
50 O 1.3792 -1.8596 -1.6479  -0.2966
51 H -0.4772 -5.0023 -2.7929  0.0753
52 H -0.2467 -3.2888 -2.3231  0.0670
53 H 0.0704 -4.5687 -1.1464  0.0967
54 H 3.5729 -5.7146 -2.2020  0.0985
55 H 5.4933 -4.9563 -0.7752  0.0765
56 H 5.2849 -2.8151 0.4414  0.1086
57 H 4.3537 -0.4302 0.1671  0.1374
58 H 0.4045 4.2427 -0.2089  0.0924
59 H 1.1930 6.5791 -0.3605  0.0891
60 H 3.5203 7.1542 0.2699  0.0781
61 H 5.0458 5.3529 1.0430  0.0870
62 H 4.2408 3.0176 1.1853  0.1049
63 O 1.7673 -0.9579 3.5646  -0.4804
64 Se 2.4834 -2.1527 2.7811  0.8085
65 O 3.7989 -1.4349 1.8176  -0.2870
66 O 1.4966 -2.9363 1.7687  -0.4980
67 O 3.2787 -3.1385 3.7644  -0.4926
68 O -1.5407 0.3959 1.8913  -0.5598
69 As -1.2611 1.9514 2.2959  1.1821
70 C 0.0900 2.7577 3.4318  -0.2661
71 C 0.5200 2.0982 4.5764  -0.0989
72 C 1.4720 2.6884 5.3932  -0.0757
73 C 1.9736 3.9450 5.0847  -0.0939
74 C 1.5153 4.6185 3.9618  -0.0777
75 C 0.5749 4.0230 3.1351  -0.0937
76 C -1.8934 3.3392 1.0730  -0.2765
77 C -1.8832 3.1424 -0.2990  -0.0887
78 C -2.3895 4.1119 -1.1512  -0.0716
79 C -2.8981 5.2954 -0.6326  -0.0926
80 C -2.9006 5.5031 0.7403  -0.0921
81 C -2.4079 4.5231 1.5903  -0.1047
82 C -2.8369 2.1324 3.5311  -0.2501
83 C -2.7828 2.2136 4.9182  -0.0864
84 C -3.9396 2.1274 5.6858  -0.1032
85 C -5.1726 1.9649 5.0749  -0.1190
86 C -5.2442 1.8742 3.6893  -0.1068
87 C -4.0858 1.9473 2.9341  -0.1149
88 H 0.1535 1.1049 4.7884  0.1105
89 H 1.8409 2.1511 6.2579  0.1027
90 H 2.7345 4.3952 5.7121  0.0930
91 H 1.9038 5.5995 3.7153  0.1004
92 H 0.2427 4.5388 2.2450  0.0838
93 H -1.4359 2.2323 -0.6675  0.0711
94 H -2.3781 3.9521 -2.2237  0.0772
95 H -3.2950 6.0546 -1.2968  0.0921
96 H -3.2972 6.4252 1.1493  0.0935
97 H -2.4217 4.6706 2.6644  0.1075
98 H -1.8249 2.3584 5.4020  0.0838
99 H -3.8769 2.1873 6.7666  0.0925
100 H -6.0755 1.9118 5.6728  0.0881
101 H -6.2071 1.7444 3.2068  0.0923
102 H -4.1302 1.8522 1.8533  0.0912

Cartesian forces, eV/Å:
0.610 -0.269 0.456
-0.214 0.192 -0.128
0.253 -0.071 0.037
-0.354 -0.109 0.073
1.072 0.265 -0.254
-0.887 0.257 -0.485
0.256 -0.235 0.175
-0.777 -0.300 -0.055
0.186 -0.204 -0.180
-0.093 -0.055 0.043
0.131 0.008 -0.076
-0.124 0.161 -0.186
0.379 -0.017 0.098
-0.005 -0.197 0.279
0.014 0.003 -0.056
0.001 -0.061 -0.006
-0.059 0.081 0.031
0.006 0.035 -0.042
0.172 0.049 -0.193
0.012 -0.029 0.033
-0.001 -0.002 -0.012
0.109 0.000 -0.007
-0.073 0.006 0.070
-0.094 -0.133 -0.055
0.012 0.009 -0.015
0.010 -0.008 0.088
0.033 0.024 -0.030
0.022 -0.012 0.020
0.039 -0.002 0.003
-0.052 -0.011 0.036
0.005 -0.063 0.035
0.018 0.233 -0.097
-0.038 -0.061 0.068
0.020 -0.030 0.002
0.050 0.066 0.032
0.045 -0.058 -0.066
-0.146 0.008 0.073
-0.237 0.253 -0.248
-0.106 -0.580 0.123
-0.315 0.478 -0.049
0.664 -0.314 -0.018
-0.228 -0.445 -0.097
0.033 0.201 0.046
-0.034 -0.163 -0.133
0.066 0.125 -0.006
0.014 0.006 -0.007
0.006 0.011 0.016
-0.094 -0.018 -0.005
0.398 -0.123 -0.166
-0.323 0.133 0.136
-0.018 -0.006 0.055
0.012 0.010 -0.040
0.023 -0.030 -0.005
-0.038 0.017 -0.019
-0.030 -0.017 0.021
-0.010 0.010 -0.023
-0.016 -0.085 0.166
0.063 0.006 0.056
-0.029 -0.039 -0.009
-0.019 -0.007 0.007
-0.008 -0.007 -0.006
0.014 -0.026 0.023
-0.463 0.920 0.294
0.469 -0.306 0.077
-0.423 0.155 0.004
-0.443 0.172 -0.664
0.453 -0.351 0.268
0.154 -0.620 -0.297
-0.489 1.291 0.384
-0.012 -0.246 -0.048
0.129 -0.173 -0.252
0.038 0.004 0.072
-0.016 0.010 0.022
-0.003 0.023 0.058
-0.112 0.054 -0.069
0.049 0.054 0.076
0.049 -0.082 0.134
-0.003 0.152 0.027
0.001 -0.011 0.020
-0.041 0.047 0.002
0.032 -0.093 0.049
0.068 -0.196 0.028
0.110 0.145 -0.156
-0.052 0.028 0.058
-0.017 0.007 0.038
0.002 0.032 -0.005
0.106 0.046 -0.080
0.090 -0.188 0.029
-0.008 -0.014 -0.018
-0.020 -0.012 0.005
0.012 -0.030 -0.055
0.032 -0.010 0.041
-0.003 0.185 0.145
0.058 0.117 0.207
0.025 0.011 0.000
0.019 -0.002 0.009
-0.045 0.061 -0.009
-0.037 -0.022 0.079
0.018 0.010 -0.012
0.013 -0.025 -0.003
0.015 -0.009 -0.030
-0.077 0.005 0.043

The value obtained for the orbital gap is 4.74 eV. For the total energy, the calculation gives -205653.85718 eV. The calculation puts the energy above the lowest of the compared OMol25 structures with the same formula, charge and spin at 166.2 kJ/mol. Its net charge is -2.

# 2
Below is C51H68N2O2P3PtS2 as an isolated structure, with properties calculated with ωB97M-V/def2-TZVPD.

Each line ends with the Mulliken spin population.
Geometry (Å):
1 Pt -0.2266 -0.5795 -0.0035  1.6346
2 S 1.8771 3.1492 -0.0375  -0.0052
3 P 2.8403 1.4280 -0.0924  -0.0425
4 C 1.8844 -0.1256 -0.1120  0.9588
5 P 2.6177 -1.7865 -0.3348  -0.1431
6 S 0.9504 -2.8984 -0.5193  0.3272
7 C 3.5610 -2.3477 1.1232  0.0378
8 C 4.9534 -2.4059 1.1683  0.0048
9 C 5.6005 -2.8136 2.3302  -0.0011
10 C 4.8689 -3.1837 3.4489  0.0064
11 C 3.4803 -3.1527 3.4040  0.0033
12 C 2.8326 -2.7342 2.2515  0.0108
13 C 3.6952 -2.1334 -1.7690  0.0484
14 C 3.2482 -3.0362 -2.7346  -0.0019
15 C 4.0699 -3.3943 -3.7986  0.0015
16 C 5.3439 -2.8574 -3.9121  0.0019
17 C 5.8021 -1.9634 -2.9537  0.0025
18 C 4.9858 -1.6097 -1.8899  0.0024
19 C 3.8015 1.4862 -1.6271  0.0092
20 C 3.0657 1.2982 -2.7984  0.0390
21 C 3.6720 1.4362 -4.0379  0.0138
22 C 5.0162 1.7833 -4.1169  0.0030
23 C 5.7496 1.9810 -2.9543  0.0013
24 C 5.1481 1.8266 -1.7100  0.0031
25 C 3.8867 1.3560 1.3890  0.0048
26 C 3.4999 0.5456 2.4550  0.0644
27 C 4.1871 0.5944 3.6633  0.0062
28 C 5.2593 1.4611 3.8138  0.0010
29 C 5.6208 2.3047 2.7684  0.0010
30 C 4.9288 2.2677 1.5657  0.0040
31 H 5.5505 -2.1581 0.3075  0.0002
32 H 6.6847 -2.8478 2.3530  -0.0001
33 H 5.3802 -3.5089 4.3498  0.0003
34 H 2.9001 -3.4575 4.2709  0.0000
35 H 1.7575 -2.6943 2.2210  -0.0138
36 H 2.2546 -3.4521 -2.6639  -0.0042
37 H 3.7070 -4.0956 -4.5412  0.0000
38 H 5.9841 -3.1407 -4.7429  0.0002
39 H 6.7978 -1.5372 -3.0308  0.0002
40 H 5.3661 -0.9306 -1.1527  0.0011
41 H 2.0092 1.0478 -2.7379  -0.0057
42 H 3.0940 1.2822 -4.9433  -0.0001
43 H 5.4919 1.9005 -5.0853  0.0001
44 H 6.7984 2.2534 -3.0125  0.0000
45 H 5.7440 1.9513 -0.8160  0.0006
46 H 2.6435 -0.1056 2.3520  -0.0323
47 H 3.8768 -0.0405 4.4876  0.0012
48 H 5.8002 1.5002 4.7535  0.0003
49 H 6.4331 3.0113 2.8977  0.0003
50 H 5.1672 2.9835 0.7911  0.0003
51 C -6.2518 1.6826 -0.0497  0.0003
52 C -5.6312 1.0193 1.1792  0.0044
53 C -4.1247 1.3415 1.2753  0.0137
54 C -3.4933 1.5306 -0.1227  0.0057
55 C -4.1994 0.6115 -1.1299  0.0183
56 C -5.6466 1.0953 -1.3425  -0.0015
57 P -1.6596 1.4169 -0.1016  0.1465
58 C -1.1114 2.5901 1.2019  -0.0341
59 C -1.7414 4.0010 1.1170  0.0144
60 C -1.5698 4.7710 2.4390  0.0013
61 C -0.2311 4.4095 3.0806  -0.0001
62 C -0.2474 2.9383 3.5401  0.0020
63 C -1.1549 2.0642 2.6480  0.0456
64 C -1.0775 2.1308 -1.6803  -0.0303
65 C -0.8837 1.0515 -2.7692  0.0962
66 C -0.4511 1.7383 -4.0610  0.0166
67 C -1.6055 2.5992 -4.6238  0.0013
68 C -2.5622 3.0891 -3.5198  0.0028
69 C -1.8069 3.3877 -2.2227  0.0054
70 H -6.0669 2.7610 -0.0001  0.0003
71 H -7.3354 1.5563 -0.0497  -0.0002
72 H -5.7864 -0.0654 1.1128  -0.0002
73 H -6.1336 1.3451 2.0910  0.0002
74 H -3.6119 0.5427 1.8132  -0.0138
75 H -3.9863 2.2519 1.8621  -0.0029
76 H -3.6649 2.5578 -0.4505  0.0334
77 H -4.1947 -0.4054 -0.7367  -0.0007
78 H -3.6765 0.5707 -2.0838  0.0039
79 H -6.2586 0.2591 -1.6939  0.0004
80 H -5.6632 1.8490 -2.1340  -0.0004
81 H -0.0606 2.6845 0.9403  -0.0034
82 H -2.8048 3.9575 0.8567  0.0006
83 H -1.2389 4.5535 0.3172  0.0012
84 H -2.3819 4.5187 3.1306  0.0001
85 H -1.6399 5.8436 2.2516  0.0005
86 H -0.0180 5.0660 3.9255  0.0002
87 H 0.5710 4.5631 2.3491  0.0003
88 H -0.5990 2.8800 4.5723  0.0001
89 H 0.7709 2.5377 3.5243  -0.0001
90 H -2.1815 2.0742 3.0285  0.0059
91 H -0.8115 1.0389 2.6856  -0.0320
92 H -0.0723 2.4267 -1.3969  0.0305
93 H -1.7911 0.4669 -2.9523  0.0688
94 H -0.1254 0.3320 -2.4372  -0.0615
95 H -0.1305 1.0027 -4.8014  -0.0001
96 H 0.4168 2.3712 -3.8403  0.0024
97 H -2.1713 2.0261 -5.3607  -0.0001
98 H -1.1878 3.4598 -5.1527  0.0000
99 H -3.3314 2.3302 -3.3263  -0.0010
100 H -3.0906 3.9824 -3.8541  0.0005
101 H -2.4861 3.8165 -1.4867  0.0009
102 H -1.0545 4.1606 -2.4163  -0.0006
103 C -2.4366 -1.5872 2.6280  0.0259
104 C -1.0122 -2.1230 2.6970  -0.0345
105 C -0.9230 -3.5696 2.1971  0.0771
106 O -0.0918 -1.3348 1.9776  0.5990
107 H -3.1365 -2.3298 3.0178  -0.0015
108 H -2.6909 -1.3624 1.5901  -0.0082
109 H -2.5359 -0.6711 3.2155  0.0031
110 H -0.6671 -2.1310 3.7330  0.0033
111 H -1.2333 -3.6164 1.1507  0.0014
112 H -1.5897 -4.1722 2.8149  -0.0012
113 H 0.0922 -3.9568 2.2706  0.0006
114 N -2.0492 -1.7408 -0.9262  0.0041
115 C -2.8332 -2.5851 -0.7638  0.0394
116 N -3.6802 -3.5798 -0.6019  0.0025
117 C -5.0465 -3.3736 -0.0784  -0.0007
118 C -5.3241 -4.4499 0.9467  0.0006
119 O -5.1111 -5.7417 0.3929  0.0000
120 C -3.7622 -5.9308 -0.0145  0.0007
121 C -3.3880 -4.9426 -1.0947  -0.0013
122 H -5.7591 -3.4506 -0.8999  -0.0002
123 H -5.1206 -2.3850 0.3673  0.0007
124 H -6.3605 -4.3998 1.2681  0.0001
125 H -4.6727 -4.3014 1.8167  -0.0003
126 H -3.6783 -6.9452 -0.3943  0.0001
127 H -3.0893 -5.8127 0.8427  0.0004
128 H -3.9822 -5.1311 -1.9892  0.0002
129 H -2.3331 -5.0170 -1.3461  0.0009

Cartesian forces, eV/Å:
-0.022 0.000 0.525
0.372 -0.231 -0.138
-0.245 0.452 0.189
0.405 -0.326 0.036
0.001 0.053 -0.070
-0.022 0.221 -0.117
0.031 0.007 0.075
-0.024 -0.044 0.193
-0.005 0.019 -0.052
0.036 -0.018 0.012
-0.044 0.015 0.010
0.173 0.018 0.014
0.061 0.035 -0.037
0.093 0.138 -0.136
-0.034 0.049 0.050
0.012 -0.067 -0.057
-0.015 0.090 0.066
-0.125 -0.042 -0.221
0.082 -0.307 -0.058
0.055 -0.083 -0.086
-0.043 -0.005 0.033
0.036 0.005 0.006
-0.006 -0.038 -0.003
0.055 -0.138 -0.079
-0.039 -0.146 0.012
0.127 0.062 0.058
-0.060 -0.040 -0.056
0.014 0.011 -0.008
0.003 0.014 -0.060
0.036 -0.010 0.176
0.017 -0.024 0.056
-0.110 -0.007 -0.014
-0.065 0.042 -0.103
0.066 0.047 -0.123
-0.089 0.026 -0.006
-0.037 -0.028 0.016
0.017 0.045 0.060
-0.099 0.047 0.109
-0.129 -0.052 0.020
0.061 0.373 0.090
0.121 0.020 -0.012
0.048 0.009 0.086
-0.054 -0.007 0.101
-0.099 -0.027 0.006
-0.022 -0.012 -0.084
-0.035 -0.015 0.019
0.023 0.058 -0.109
-0.052 0.003 -0.089
-0.064 -0.053 -0.014
-0.005 0.014 0.044
0.093 -0.064 -0.028
0.069 0.004 -0.105
-0.119 0.033 -0.129
-0.157 -0.487 0.006
-0.169 0.160 0.092
0.048 0.030 0.107
0.350 0.099 0.378
-0.525 0.057 0.221
0.016 -0.001 0.016
0.082 -0.133 -0.018
-0.060 -0.070 -0.020
0.010 0.058 -0.147
-0.072 0.324 -0.091
-0.214 -0.046 -0.279
-0.204 0.189 -0.032
-0.114 0.117 -0.008
0.042 0.015 0.098
0.132 -0.129 0.030
0.034 -0.093 -0.164
-0.007 -0.054 -0.009
0.024 0.023 -0.009
0.032 0.065 0.008
0.009 -0.024 -0.001
-0.044 0.101 -0.027
-0.009 -0.008 -0.045
-0.060 0.063 0.000
-0.029 0.041 0.019
0.016 -0.032 0.000
0.038 0.039 0.007
-0.024 -0.016 0.016
0.060 -0.044 0.092
0.088 0.037 0.030
-0.030 -0.015 0.020
0.036 0.024 -0.032
-0.016 -0.023 -0.014
0.017 -0.024 -0.009
-0.072 -0.012 0.056
-0.001 -0.033 0.009
-0.046 0.027 -0.004
0.118 0.019 -0.022
0.090 -0.362 0.009
0.245 0.128 0.064
0.056 0.016 0.054
0.068 -0.070 0.024
0.003 0.024 0.001
-0.063 -0.028 -0.037
0.007 -0.005 -0.005
-0.020 -0.042 0.018
0.088 0.089 -0.024
-0.024 -0.001 -0.013
0.024 -0.001 -0.014
-0.051 -0.043 0.005
0.144 0.050 0.010
-0.206 0.060 -0.116
-0.058 0.068 -0.122
0.033 0.185 -0.299
0.020 0.060 0.021
-0.030 -0.074 0.040
0.020 -0.099 -0.062
0.110 0.123 0.147
-0.025 -0.060 0.112
0.029 -0.060 -0.028
-0.092 -0.029 -0.006
-0.556 -0.505 0.061
0.032 -0.399 -0.217
0.135 0.340 0.037
0.298 -0.045 -0.173
0.187 -0.269 -0.039
0.063 0.130 0.028
-0.210 0.122 0.204
-0.011 0.300 0.009
-0.035 0.028 -0.099
0.045 0.106 0.020
-0.071 -0.074 0.020
0.014 -0.036 0.048
-0.045 -0.074 0.016
0.003 -0.016 0.061
-0.038 0.041 -0.093
0.074 0.052 -0.005

The value obtained for the orbital gap (spin up / spin down) is 7.63 / 5.20 eV. For the total energy, the calculation gives -113841.96312 eV. The calculation puts the energy above the lowest of the compared OMol25 structures with the same formula, charge and spin at 104.2 kJ/mol. Its multiplicity is 5. Its net charge is +1.

Q: Among the records above, which one has the lowest net charge?
A: C48H38AsN5O8PbSe

Q: Which value of net charge does entry 2 give?
A: +1

Q: Which of these has the lowest energy above the lowest of the compared OMol25 structures with the same formula, charge and spin?
A: C51H68N2O2P3PtS2

Q: total energy of number 1 (C48H38AsN5O8PbSe)?
A: -205653.85718 eV